Entry 1:
Computed, not measured: a 10-piece molecular cluster, C18H54N2O10 overall at a distorted geometry, with wB97M-V/def2-TZVPD.

Each line ends with the Mulliken spin population.
Positions of all 84 atoms, in Å:
C (-4.2986, -0.9161, -2.9924)  0.089
C (-4.6251, 0.5164, -2.5930)  0.002
C (-6.1335, 0.5812, -2.1467)  0.010
C (-6.4661, 0.0874, -0.7454)  -0.012
C (-5.5395, 0.8460, 0.2467)  0.023
C (-4.0170, 0.6103, -0.0594)  -0.015
N (-3.7646, 0.9866, -1.4944)  0.700
O (-2.4718, 1.1944, -1.8677)  0.090
C (-3.2891, 1.6717, 0.8978)  0.021
C (-3.6579, -0.8113, 0.3214)  0.071
C (-4.5117, 1.4620, -3.8807)  0.029
H (-3.2228, -1.0678, -3.0812)  -0.001
H (-4.6963, -1.0877, -3.9926)  0.000
H (-4.7054, -1.7423, -2.4094)  -0.003
H (-6.4739, 1.6004, -2.3298)  -0.002
H (-6.7575, -0.0636, -2.7654)  -0.001
H (-6.2578, -0.9810, -0.6885)  0.001
H (-7.5116, 0.2452, -0.4809)  0.001
H (-5.9353, 0.5651, 1.2227)  0.000
H (-5.7928, 1.9056, 0.2812)  -0.006
H (-3.6296, 2.6834, 0.6771)  -0.004
H (-3.3666, 1.4969, 1.9709)  0.001
H (-2.2618, 1.7048, 0.5350)  -0.001
H (-4.5198, -1.4735, 0.2405)  0.001
H (-2.8245, -1.1516, -0.2933)  -0.002
H (-3.2477, -0.8212, 1.3312)  0.000
H (-4.8348, 2.4554, -3.5696)  -0.004
H (-5.1824, 1.2196, -4.7051)  0.000
H (-3.5056, 1.6271, -4.2660)  0.001
H (-2.5837, 2.0799, -2.2212)  0.012
C (4.0030, -0.5951, -3.2914)  0.000
C (4.0652, -1.7694, -2.2738)  0.000
C (5.4983, -2.2991, -2.2998)  0.000
C (5.8589, -3.2001, -1.1535)  0.000
C (5.6203, -2.4803, 0.1573)  0.000
C (4.1867, -2.0197, 0.3526)  0.000
N (3.8415, -1.2485, -0.8677)  0.000
O (2.6713, -0.5048, -0.7263)  0.000
C (3.2703, -3.1460, 0.7712)  0.000
C (4.2037, -0.9990, 1.5305)  0.000
C (2.9338, -2.7581, -2.6525)  0.000
H (3.0802, -0.0322, -3.1515)  0.000
H (3.9335, -0.8680, -4.3444)  0.000
H (4.9057, 0.0129, -3.2311)  0.000
H (5.5697, -3.0271, -3.1080)  0.000
H (6.2440, -1.5247, -2.4796)  0.000
H (6.9193, -3.4244, -1.2689)  0.000
H (5.3398, -4.1522, -1.2630)  0.000
H (6.3331, -1.6851, 0.3756)  0.000
H (5.8616, -3.3095, 0.8224)  0.000
H (3.4207, -3.9360, 0.0354)  0.000
H (3.4272, -3.5260, 1.7807)  0.000
H (2.2515, -2.7654, 0.8433)  0.000
H (3.1707, -0.6938, 1.6979)  0.000
H (4.6483, -1.4633, 2.4108)  0.000
H (4.8556, -0.1732, 1.2457)  0.000
H (1.9208, -2.3568, -2.6806)  0.000
H (2.8356, -3.5483, -1.9081)  0.000
H (3.0060, -3.3080, -3.5909)  0.000
H (1.9789, -1.1695, -0.7486)  0.000
O (2.5854, 0.9546, 4.5372)  0.000
H (2.5466, 0.8717, 3.5843)  0.000
H (2.6262, 0.0526, 4.8550)  0.000
O (-0.9871, 4.3485, 2.3259)  0.000
H (-1.8288, 4.7698, 2.1517)  0.000
H (-1.0894, 3.9573, 3.1935)  0.000
O (0.2228, -1.2226, 0.8106)  0.000
H (0.3228, -0.4747, 1.3995)  0.000
H (-0.3041, -0.8880, 0.0849)  0.000
O (1.6333, 5.2186, 2.4790)  0.000
H (0.7269, 4.9316, 2.5894)  0.000
H (1.9346, 5.4093, 3.3674)  0.000
O (-1.6841, 3.0353, 4.6268)  0.000
H (-1.0787, 3.1599, 5.3576)  0.000
H (-1.7379, 2.0857, 4.5189)  0.000
O (2.4723, 1.7092, 1.0938)  0.000
H (2.6467, 0.9228, 0.5767)  0.000
H (2.1688, 2.3541, 0.4549)  0.000
O (0.1548, 1.2553, 2.1801)  0.000
H (-0.0417, 2.1918, 2.2030)  0.000
H (1.0640, 1.2080, 1.8847)  0.000
O (-1.0937, 0.2845, 4.5031)  0.000
H (-0.5948, 0.0412, 5.2830)  0.000
H (-0.4351, 0.3703, 3.8139)  0.000

## Properties
F_max = 0.0769 Eh/bohr
Charge = +1
Relative energy (zero: lowest compared OMol25 entry of this formula, charge and spin) = 0.0 kJ/mol
HOMO level (spin up / spin down) = -10.28 / -10.28 eV
Spin multiplicity = 2



Entry 2:
Computed, not measured: a 9-piece molecular cluster, C18H54O9 overall at a distorted geometry, with wB97M-V/def2-TZVPD.

Each line ends with the Mulliken charge.
Positions of all 81 atoms, in Å:
C (-3.9150, 4.4372, -5.9799)  -1.091
C (-3.6521, 3.3391, -4.9736)  -0.116
O (-4.6977, 3.4379, -4.0621)  -0.505
H (-3.9122, 5.4833, -5.6737)  0.312
H (-4.8087, 4.2317, -6.5691)  0.282
H (-3.0604, 4.4175, -6.6562)  0.334
H (-2.6850, 3.4399, -4.4809)  0.235
H (-3.7170, 2.3484, -5.4236)  0.264
H (-4.8334, 2.5739, -3.6661)  0.284
C (5.0340, -7.1267, -2.6903)  -0.921
C (5.2480, -6.2361, -1.5096)  -0.232
O (5.8317, -7.0883, -0.5347)  -0.506
H (4.6109, -6.5975, -3.5442)  0.320
H (4.3462, -7.9557, -2.5236)  0.257
H (5.9598, -7.4979, -3.1300)  0.293
H (4.2902, -5.8750, -1.1349)  0.235
H (5.8670, -5.3646, -1.7227)  0.255
H (6.7633, -7.1081, -0.7658)  0.299
C (4.2829, 4.2369, 1.8389)  -0.976
C (5.5871, 4.1218, 2.6095)  -0.204
O (6.0978, 5.4088, 2.8936)  -0.521
H (3.8165, 3.2802, 1.6034)  0.322
H (4.4465, 4.6224, 0.8326)  0.276
H (3.6004, 4.9461, 2.3074)  0.269
H (6.3637, 3.5988, 2.0515)  0.233
H (5.5527, 3.5108, 3.5114)  0.302
H (6.6702, 5.3670, 3.6632)  0.298
C (-3.0994, -2.6022, 7.6887)  -0.951
C (-2.9643, -2.6056, 6.1851)  -0.248
O (-3.7962, -1.6453, 5.5339)  -0.512
H (-2.9459, -1.5715, 8.0084)  0.268
H (-2.3772, -3.3015, 8.1100)  0.312
H (-4.0958, -2.8502, 8.0546)  0.303
H (-3.2183, -3.5837, 5.7764)  0.284
H (-1.9129, -2.3574, 6.0394)  0.247
H (-4.6495, -2.0808, 5.4719)  0.297
C (-1.9154, 5.6016, 1.5761)  -0.980
C (-1.6760, 6.9267, 0.9007)  -0.191
O (-2.8580, 7.7210, 0.8721)  -0.513
H (-2.6929, 4.9784, 1.1342)  0.310
H (-2.1879, 5.6972, 2.6271)  0.282
H (-1.0071, 4.9991, 1.5735)  0.288
H (-1.2600, 6.6751, -0.0749)  0.235
H (-0.9106, 7.4549, 1.4693)  0.264
H (-3.5755, 7.2917, 0.4005)  0.304
C (-0.6980, -0.4265, 0.6782)  -1.039
C (-0.1433, -0.5558, -0.7146)  -0.142
O (1.2197, -1.0117, -0.6218)  -0.502
H (-0.5889, -1.3039, 1.3156)  0.290
H (-1.7481, -0.1799, 0.5210)  0.307
H (-0.2175, 0.3675, 1.2499)  0.279
H (-0.2129, 0.3879, -1.2555)  0.245
H (-0.6176, -1.3565, -1.2821)  0.278
H (1.3812, -1.2207, -1.5448)  0.285
C (-7.1102, 1.0593, 0.5354)  -1.092
C (-6.8003, -0.3843, 0.1197)  -0.162
O (-5.9285, -0.3664, -1.0024)  -0.503
H (-6.1999, 1.5620, 0.8620)  0.266
H (-7.7979, 1.1422, 1.3769)  0.354
H (-7.5583, 1.7118, -0.2139)  0.306
H (-7.7264, -0.8708, -0.1865)  0.256
H (-6.5014, -0.9491, 1.0028)  0.287
H (-5.6866, -1.2841, -1.1469)  0.288
C (2.8322, -4.4661, 3.5915)  -0.958
C (3.5941, -3.1685, 3.8191)  -0.235
O (4.2445, -2.9046, 2.6212)  -0.495
H (3.4989, -5.3200, 3.4713)  0.260
H (2.1372, -4.5031, 2.7526)  0.328
H (2.2248, -4.6399, 4.4797)  0.308
H (4.3887, -3.2844, 4.5562)  0.253
H (2.9556, -2.3247, 4.0806)  0.251
H (3.5455, -2.7348, 1.9855)  0.287
C (2.1817, -0.3391, -6.8901)  -1.054
C (2.1611, -1.7529, -6.3619)  -0.190
O (3.1116, -1.7847, -5.3600)  -0.496
H (1.4833, -0.0827, -7.6867)  0.343
H (3.1451, -0.0872, -7.3334)  0.331
H (1.9368, 0.3504, -6.0822)  0.261
H (2.4110, -2.3775, -7.2195)  0.219
H (1.1649, -1.9950, -5.9915)  0.281
H (3.9734, -1.6057, -5.7432)  0.304

## Properties
F_max = 0.0415 Eh/bohr
Relative energy (zero: lowest compared OMol25 entry of this formula, charge and spin) = 484.9 kJ/mol
HOMO level = -9.93 eV



Entry 3:
Computed, not measured: a 9-piece molecular cluster, C18H54O9S9 overall at a distorted geometry, with wB97M-V/def2-TZVPD.

Each line ends with the Mulliken charge.
Positions of all 90 atoms, in Å:
C (4.6921, 0.4493, 4.0420)  -0.782
S (4.0808, 2.1504, 3.8067)  0.406
O (5.2472, 2.9207, 3.2578)  -0.629
C (3.0356, 1.8446, 2.3488)  0.281
H (5.2381, -0.0284, 3.2291)  0.139
H (3.8711, -0.1567, 4.4272)  0.295
H (5.4545, 0.5045, 4.8233)  0.445
H (2.1659, 2.4784, 2.1922)  0.374
H (2.7164, 0.8015, 2.4027)  -0.483
H (3.6684, 1.9391, 1.4662)  -0.038
C (-2.6252, -3.3039, 1.0216)  -0.746
S (-3.9470, -2.1380, 0.5593)  0.300
O (-3.1649, -0.8631, 0.2958)  -0.482
C (-4.4048, -2.9442, -1.0291)  -0.554
H (-1.7817, -3.3251, 0.3244)  0.169
H (-2.9123, -4.3547, 1.0861)  0.450
H (-2.2298, -2.9277, 1.9636)  0.232
H (-5.2399, -3.6308, -0.9137)  0.394
H (-3.4798, -3.3979, -1.3806)  0.138
H (-4.7153, -2.2185, -1.7815)  0.104
C (-1.9060, 2.4686, 4.2653)  -0.934
S (-1.0853, 0.8487, 3.9182)  0.844
O (-0.2835, 0.3477, 5.0803)  -0.719
C (-2.5773, -0.1782, 3.7933)  -0.671
H (-1.7409, 3.1679, 3.4449)  0.152
H (-1.4758, 2.9005, 5.1661)  0.414
H (-2.9783, 2.2874, 4.2852)  0.291
H (-3.4606, 0.3271, 4.1707)  0.345
H (-2.3990, -1.1600, 4.2363)  0.392
H (-2.7447, -0.4999, 2.7592)  -0.112
C (-4.0138, 5.1144, 2.0234)  -0.862
S (-2.8826, 5.0123, 0.6187)  0.332
O (-2.0837, 3.7650, 0.9658)  -0.445
C (-4.0998, 4.4216, -0.5999)  -0.796
H (-4.0681, 4.0751, 2.3503)  0.196
H (-5.0395, 5.4166, 1.8177)  0.391
H (-3.5640, 5.7125, 2.8119)  0.306
H (-3.7373, 4.5309, -1.6170)  0.288
H (-5.0799, 4.8400, -0.3633)  0.399
H (-4.3112, 3.3561, -0.4558)  0.178
C (2.5020, -2.3296, 2.5263)  -0.742
S (4.1719, -2.4274, 1.8410)  0.767
O (4.6392, -3.8015, 2.1970)  -0.761
C (3.6731, -2.7091, 0.0960)  -1.018
H (1.8391, -3.1805, 2.3462)  0.462
H (1.9343, -1.4354, 2.2668)  -0.068
H (2.5220, -2.3548, 3.6210)  0.396
H (3.1061, -1.8454, -0.2737)  0.128
H (2.9956, -3.5522, -0.0285)  0.466
H (4.5911, -2.8357, -0.4714)  0.415
C (-2.8321, 1.3256, -2.6227)  -1.062
S (-2.8003, -0.0739, -3.7655)  0.818
O (-1.9654, 0.3772, -4.9507)  -0.730
C (-4.5332, -0.0360, -4.3338)  -1.077
H (-3.3059, 1.0568, -1.6754)  0.251
H (-3.4646, 2.0618, -3.1259)  0.518
H (-1.8575, 1.7462, -2.4034)  0.286
H (-4.9718, -0.8635, -4.8792)  0.350
H (-4.8151, 0.9220, -4.7720)  0.374
H (-4.9972, -0.0208, -3.3337)  0.289
C (-0.3137, -1.0691, -1.0700)  -0.809
S (0.5193, -0.2046, 0.3147)  0.757
O (1.8607, 0.2378, -0.1997)  -0.764
C (-0.5144, 1.3149, 0.2319)  -0.579
H (-1.3253, -1.3608, -0.7867)  -0.031
H (0.1776, -1.9977, -1.3651)  0.295
H (-0.2385, -0.4152, -1.9397)  0.344
H (-0.4924, 1.8379, 1.1788)  0.036
H (-1.5196, 0.9573, -0.0104)  0.049
H (-0.3100, 1.9772, -0.6096)  0.522
C (-1.3332, -3.8091, -5.1968)  -1.065
S (-0.2221, -3.5072, -3.7694)  0.873
O (-0.1954, -4.7630, -2.9390)  -0.709
C (1.4210, -3.4295, -4.5798)  -1.124
H (-1.5921, -2.8433, -5.6296)  0.314
H (-2.1700, -4.3077, -4.7119)  0.322
H (-0.9083, -4.4476, -5.9690)  0.367
H (1.5423, -4.2319, -5.3082)  0.375
H (2.0844, -3.6909, -3.7563)  0.317
H (1.6020, -2.4544, -5.0221)  0.354
C (5.3689, 0.2875, -0.6016)  -0.460
S (6.4156, 1.6196, 0.0905)  0.695
O (7.8157, 1.1251, -0.2065)  -0.723
C (6.0537, 2.9688, -1.0407)  -1.012
H (4.3158, 0.3065, -0.3162)  -0.057
H (5.8394, -0.6131, -0.2150)  0.211
H (5.4554, 0.3425, -1.6873)  0.442
H (6.9104, 3.6349, -0.9710)  0.358
H (5.0679, 3.4104, -0.9340)  0.318
H (6.1156, 2.5475, -2.0519)  0.317

## Properties
F_max = 0.0470 Eh/bohr
Relative energy (zero: lowest compared OMol25 entry of this formula, charge and spin) = 168.1 kJ/mol
HOMO level = -7.95 eV



Entry 4:
Computed, not measured: C18H54O9S9Y as an isolated structure at a distorted geometry, with wB97M-V/def2-TZVPD.

Each line ends with the Mulliken charge.
Positions of all 91 atoms, in Å:
Y (-0.1465, -0.0183, 0.1091)  0.952
C (1.9485, -2.9801, -2.6426)  -0.184
S (0.1675, -2.8686, -2.3615)  0.443
O (0.0139, -1.8955, -1.2198)  -0.313
C (-0.1782, -1.9639, -3.9252)  -0.618
H (2.0967, -3.7621, -3.3979)  0.605
H (2.4880, -3.1754, -1.7284)  -0.194
H (2.3726, -2.1255, -3.1739)  -0.240
H (-1.2576, -1.9228, -4.0705)  0.189
H (0.2173, -2.5700, -4.7415)  0.554
H (0.2231, -0.9549, -3.9126)  -0.113
C (2.4383, 0.7716, -4.0653)  -1.123
S (2.5964, 1.1719, -2.2744)  0.521
O (1.6656, 0.2805, -1.4883)  0.229
C (4.2887, 0.5464, -2.1319)  -1.177
H (3.2022, 1.3582, -4.5722)  0.531
H (1.4357, 0.9968, -4.4210)  0.237
H (2.6261, -0.2854, -4.2635)  0.310
H (4.8362, 0.8042, -3.0353)  0.557
H (4.2160, -0.5401, -2.0563)  0.249
H (4.7599, 0.9586, -1.2458)  0.332
C (-3.3061, -3.0881, -0.4540)  -0.456
S (-3.5863, -1.3272, -0.6890)  0.322
O (-2.1894, -0.7236, -0.5594)  -0.825
C (-4.0547, -1.2594, -2.4526)  -0.668
H (-3.1347, -3.2523, 0.6046)  -0.098
H (-2.4246, -3.3704, -1.0293)  0.113
H (-4.1366, -3.7142, -0.7809)  0.596
H (-4.7506, -2.0956, -2.5567)  0.499
H (-3.1833, -1.3142, -3.0990)  -0.013
H (-4.6552, -0.3835, -2.6965)  0.295
C (1.8916, 3.5397, 2.2986)  -0.780
S (1.5447, 3.1992, 0.5562)  0.392
O (0.7756, 1.9064, 0.5139)  0.073
C (0.4044, 4.6090, 0.2861)  -0.730
H (2.3610, 4.5149, 2.4112)  0.513
H (2.5425, 2.7487, 2.6641)  0.066
H (0.9419, 3.4969, 2.8328)  0.201
H (-0.4319, 4.2823, -0.3252)  -0.084
H (0.9897, 5.3453, -0.2639)  0.473
H (0.0933, 5.0236, 1.2416)  0.412
C (4.0636, -2.3420, 1.0876)  -0.848
S (3.6123, -0.5856, 1.1311)  0.275
O (2.1279, -0.4967, 0.9095)  -0.425
C (4.0099, -0.3574, 2.9035)  -0.859
H (3.6027, -3.0048, 1.8152)  0.304
H (5.1558, -2.3661, 1.1359)  0.543
H (3.8565, -2.7176, 0.0844)  0.078
H (3.6104, -1.1486, 3.5382)  0.316
H (3.4895, 0.5467, 3.2303)  0.120
H (5.0804, -0.2180, 3.0319)  0.456
C (-4.3883, 1.9343, 0.2819)  -0.775
S (-2.7255, 2.6327, 0.5237)  0.398
O (-1.7340, 1.5160, 0.7505)  -0.217
C (-3.0971, 3.2454, 2.2068)  -1.136
H (-4.3131, 1.2384, -0.5506)  -0.178
H (-4.9318, 2.7796, -0.1541)  0.477
H (-4.8497, 1.5642, 1.1879)  0.432
H (-3.3227, 2.3663, 2.7998)  0.320
H (-3.8478, 4.0285, 2.1249)  0.518
H (-2.1831, 3.7164, 2.5717)  0.196
C (0.3765, -0.9583, 4.6812)  -1.042
S (0.3321, 0.5756, 3.7384)  0.488
O (-0.2602, 0.2731, 2.3891)  -0.211
C (-1.0413, 1.2896, 4.6984)  -1.200
H (0.8571, -0.6921, 5.6222)  0.536
H (1.0027, -1.6522, 4.1256)  0.148
H (-0.6542, -1.2843, 4.7835)  0.327
H (-0.9098, 1.2618, 5.7784)  0.512
H (-1.9578, 0.7493, 4.4497)  0.306
H (-1.2127, 2.3166, 4.3778)  0.229
C (-0.1772, 3.1675, -3.4577)  -1.064
S (-1.0239, 1.6047, -3.0800)  0.477
O (-0.7254, 1.3999, -1.6097)  0.677
C (-2.7001, 2.3828, -3.1369)  -0.918
H (0.8852, 3.0706, -3.2340)  0.240
H (-0.5873, 3.8700, -2.7338)  0.360
H (-0.3127, 3.5842, -4.4537)  0.460
H (-2.8771, 2.6831, -4.1668)  0.539
H (-2.6831, 3.2044, -2.4275)  0.306
H (-3.4305, 1.6505, -2.7970)  0.070
C (0.7630, -4.5458, 0.8492)  -1.125
S (0.3858, -3.2331, 2.0412)  0.431
O (-0.1288, -2.0338, 1.2664)  -0.668
C (-1.0646, -3.9871, 2.8330)  -0.762
H (0.7346, -5.4306, 1.4965)  0.557
H (1.7403, -4.4951, 0.3883)  0.244
H (-0.0431, -4.6937, 0.1322)  0.272
H (-1.3701, -3.4322, 3.7183)  0.221
H (-0.9604, -5.0308, 3.1269)  0.498
H (-1.8745, -3.9096, 2.1071)  0.051

## Properties
F_max = 0.0473 Eh/bohr
Charge = +3
Relative energy (zero: lowest compared OMol25 entry of this formula, charge and spin) = 0.0 kJ/mol
HOMO level = -16.08 eV